Record 1
Computed, not measured: 13 unconnected molecules or ions with the total composition H26O13, with ωB97M-V/def2-TZVPD.

Structure (XYZ):
```
39
Properties=species:S:1:pos:R:3
H 0.4326 0.2733 0.6964
H -0.9626 -0.0707 1.1916
H -1.0967 -3.6571 -0.3976
H 0.3548 -3.2625 -0.6158
H 2.1082 -3.5234 -2.4383
H 2.6438 -2.1435 -2.0934
H -1.9947 -0.1118 4.5391
H -0.7121 -0.8542 4.2016
H -1.4710 -0.7368 -1.4719
H 0.0315 -0.8738 -1.6550
H 4.0089 -1.5814 -0.6299
H 4.3291 -0.9750 0.7264
H -0.3057 -1.9637 2.7054
H 1.1066 -1.4608 2.9555
H -2.9528 -1.7053 -0.3444
H -3.6400 -2.0799 -1.6473
H 2.2358 3.7436 0.0809
H 2.8067 3.9359 1.4763
H 3.4322 0.7602 0.6883
H 2.4008 1.1890 -0.3423
H -3.8806 2.1015 -0.0666
H -4.0177 3.4247 -0.8017
H 1.1332 3.2053 -1.9367
H -0.3657 3.4550 -1.9639
H -3.6431 0.6867 -1.0097
H -2.6430 1.1257 -2.0667
O -0.4554 0.6385 0.7807
O -0.2446 -3.6161 0.0511
O 2.1028 -2.6085 -2.7415
O -1.3188 -0.1896 3.8564
O -0.6539 -0.8659 -0.9774
O 4.6894 -1.5621 0.0523
O 0.2135 -1.1537 2.7632
O -3.8227 -1.7638 -0.7553
O 2.9544 4.1770 0.5548
O 2.9781 1.5383 0.3459
O -3.3890 2.8986 -0.2949
O 0.3048 2.8237 -2.2482
O -2.6971 0.7826 -1.1676
```

The LUMO energy is -0.37 eV. The calculation puts the total energy at -993.56274 a.u. Its gap between HOMO and LUMO is 8.6 eV. The value obtained for the relative energy (zero: lowest compared OMol25 entry of this formula, charge and spin) is 5.7278 eV.

Löwdin atomic charge list, values in e, 2 entries:
1. H 0.003
2. H 0.012

Record 2
Computed, not measured: 23 unconnected molecules or ions with the total composition C11H68NO22, with ωB97M-V/def2-TZVPD.

Structure (XYZ):
```
102
Properties=species:S:1:pos:R:3
C 2.9140 -0.6165 -2.6522
C 1.8420 0.0585 -1.8452
C 0.8850 -0.7905 -1.0042
C -0.1220 -0.0075 -0.1852
N -0.8720 -0.7185 0.8138
C -1.5900 -1.8975 0.2988
C -2.8980 -1.2975 -0.4602
C -3.0690 0.0445 0.3408
C -1.9500 0.0875 1.3298
C -0.0100 -1.2365 1.8988
C 0.9120 -0.1785 2.5268
C 1.8120 -0.8445 3.7738
H 3.6260 0.0715 -3.2142
H 2.4020 -1.2135 -3.2642
H 3.5370 -1.2345 -2.0182
H 1.1560 0.8005 -2.4272
H 2.4800 0.6045 -1.1952
H 1.5010 -1.4175 -0.4212
H 0.3360 -1.4795 -1.6442
H -0.7330 0.5285 -0.9782
H 0.4920 0.7535 0.1568
H -1.9040 -2.6995 0.9908
H -0.9690 -2.5355 -0.3592
H -3.6540 -1.9875 -0.5222
H -2.3650 -0.9315 -1.3712
H -3.9860 0.0475 0.9018
H -2.7910 0.7725 -0.2332
H -2.4390 -0.3635 2.2528
H -1.5400 0.9885 1.8148
H 0.6000 -2.2575 1.6198
H -0.6980 -1.6585 2.7138
H 0.5170 0.7555 2.9238
H 1.6120 0.1575 1.7438
H 2.1650 -1.7915 3.5058
H 1.2440 -0.9625 4.8518
H 2.7800 -0.3705 4.1738
O -5.6090 -1.1505 3.3268
H -4.8700 -1.7515 3.2418
H -5.8050 -0.7505 2.5658
O -3.6280 3.6505 -1.5172
H -4.1900 4.4965 -1.9482
H -4.2060 2.7925 -1.7072
O -1.1990 1.9855 -2.9432
H -1.8750 1.6475 -3.3802
H -1.5510 2.8745 -2.5952
O 1.4950 0.7515 7.2488
H 1.1720 0.1485 7.9418
H 0.9480 1.5745 7.2348
O -3.2410 0.3305 -3.5942
H -3.6640 0.5955 -4.4492
H -3.4870 -0.6385 -3.4962
O 4.0610 1.7725 5.8868
H 3.7580 2.2865 5.1068
H 3.3220 1.4265 6.3288
O 3.7050 -0.8685 -5.2002
H 4.0560 -1.7055 -5.2102
H 4.3210 -0.5065 -4.6262
O -0.6070 3.3055 3.5328
H 0.1020 4.0085 3.6348
H -1.3430 3.6755 3.1098
O 4.3070 -3.2815 -0.9192
H 4.8540 -2.5315 -0.8052
H 4.0980 -3.5335 -0.0202
O -6.4700 0.6755 1.3798
H -6.5330 0.5225 0.3148
H -7.2000 0.6435 1.9818
O -4.5650 2.3245 2.5448
H -4.7690 2.2505 3.5428
H -5.4130 2.0195 2.1058
O 1.2490 -1.9645 -5.1982
H 1.9550 -1.4185 -5.1642
H 1.0230 -2.5565 -4.4632
O 5.5380 1.2345 -4.6022
H 5.2590 2.0325 -4.2642
H 6.2380 1.2025 -5.3532
O 2.9810 3.2805 -3.3892
H 2.6690 3.6565 -2.5872
H 2.5780 2.5055 -3.7062
O 1.8440 -3.7415 -1.9292
H 2.5000 -3.4405 -1.5022
H 1.5630 -4.5435 -1.3992
O -5.0650 1.3245 -1.5902
H -4.4090 0.8595 -2.2082
H -5.7950 0.6755 -1.5432
O 4.1870 -0.9765 6.1008
H 3.8720 -0.1285 5.8188
H 4.9950 -1.2555 5.5968
O 1.1030 1.4925 -5.0122
H 0.9460 0.5675 -5.2972
H 0.4620 1.5745 -4.2952
O -4.2980 -2.2155 -3.2922
H -4.8840 -2.9555 -3.2232
H -3.6270 -2.6935 -3.5742
O 3.6650 2.5265 3.2478
H 4.2270 1.8335 2.9418
H 3.5780 3.1975 2.6348
O 0.4620 3.1795 0.9188
H 1.0790 3.6605 0.2758
H 0.5900 3.4375 1.7648
O 1.0650 -5.4045 0.5168
H 0.1410 -5.1595 0.4898
H 1.1090 -6.0085 -0.1662
```

The LUMO energy is -2.68 eV. The calculation puts the total energy at -2169.40794 a.u. Its charge is +1. Its gap between HOMO and LUMO is 9.8 eV. The value obtained for the relative energy (zero: lowest compared OMol25 entry of this formula, charge and spin) is 1.2477 eV.

Löwdin atomic charge list, values in e, 2 entries:
1. C -0.081
2. C -0.211

Record 3
Computed, not measured: a molecular structure, C3H2BrI2O2, with ωB97M-V/def2-TZVPD.

Structure (XYZ):
```
10
Properties=species:S:1:pos:R:3
C 1.0231 0.8226 -1.7048
C -1.3317 -1.5483 1.1444
C 1.0355 1.6464 -0.4281
O -0.1448 0.6168 -1.9886
O 2.1274 0.5521 -2.1675
Br -1.7749 -3.0612 2.1658
I 2.7370 1.3965 0.8732
I -0.7375 1.8776 0.5701
H -2.0983 -0.6590 1.2919
H -0.8357 -1.6435 0.2436
```

The LUMO energy (alpha / beta) is 2.48 / 2.70 eV. The calculation puts the total energy at -3435.33435 a.u. Its charge is -1. Its gap between HOMO and LUMO (alpha / beta) is 6.9 / 7.6 eV. The value obtained for the relative energy (zero: lowest compared OMol25 entry of this formula, charge and spin) is 3.2966 eV.

Löwdin atomic charge list, values in e, 2 entries:
1. C -0.986
2. C -0.574

Record 4
Computed, not measured: a molecular structure, C27H31BrClN6O6RuTe4, with ωB97M-V/def2-TZVPD.

Structure (XYZ):
```
77
Properties=species:S:1:pos:R:3
Ru 0.1913 0.0302 0.1156
C 2.0120 -3.3110 0.3512
C 1.3101 -2.8268 -0.8656
N 0.5688 -1.7344 -0.9971
C -0.0066 -1.7942 -2.2525
C 0.4129 -2.9237 -2.8875
N 1.2483 -3.5468 -2.0033
C 0.1239 -3.5838 -4.1922
O -0.7486 -2.9973 -4.9769
O 0.6849 -4.6243 -4.4461
C -1.0443 -0.7975 -2.6370
O -1.6020 -0.9109 -3.7383
O -1.3134 0.0457 -1.7335
H 1.8107 -2.6439 1.1856
H 3.0902 -3.3640 0.1975
H 1.6541 -4.3083 0.6118
H 1.6804 -4.4379 -2.2012
H -1.1383 -2.1636 -4.5496
Te 2.7806 0.0104 0.7300
Te 3.1687 2.4363 1.7360
Te 2.0596 3.7667 -0.4434
Te 1.0638 1.6898 -1.8611
O -2.1602 4.7911 3.4303
C -1.6239 3.8031 2.6924
C -1.7602 3.7131 1.3150
C -1.1633 2.6600 0.6630
N -0.4559 1.6902 1.2763
C -0.3661 1.7925 2.6060
Br 0.5018 0.4255 3.5549
C -0.9103 2.8137 3.3548
H -2.6489 5.4020 2.8651
H -2.3062 4.4563 0.7489
H -1.2622 2.5524 -0.4090
H -0.7975 2.8381 4.4269
C -6.8278 -3.5314 2.1325
C -6.9781 -3.3135 0.6192
C -7.0055 -4.6751 -0.0838
C -8.3287 -2.6226 0.3861
C -5.8003 -2.4172 0.0891
O -5.7570 -1.2008 0.8165
C -5.9329 -2.1461 -1.4215
C -5.0335 -1.0567 -2.0211
C -5.3572 0.3485 -1.5735
C -4.3652 1.1738 -1.0559
C -4.6628 2.4531 -0.6151
C -5.9638 2.9163 -0.6897
Cl -6.3381 4.5177 -0.1126
C -6.9674 2.1280 -1.2245
C -6.6535 0.8509 -1.6681
C -4.4512 -3.1307 0.3841
N -3.3862 -2.2557 0.8325
C -2.3488 -1.8119 0.1409
N -1.6084 -1.0142 0.8992
C -2.2739 -1.0274 2.0910
N -3.3457 -1.7745 2.0923
H -7.7609 -3.9256 2.5365
H -6.5950 -2.5982 2.6436
H -6.0510 -4.2560 2.3788
H -7.7964 -5.2901 0.3488
H -6.0700 -5.2239 0.0405
H -7.2106 -4.5833 -1.1506
H -9.1137 -3.1958 0.8804
H -8.5942 -2.5605 -0.6684
H -8.3554 -1.6182 0.8136
H -6.4326 -0.6055 0.4746
H -6.9660 -1.8731 -1.6371
H -5.7572 -3.0807 -1.9589
H -5.1481 -1.1090 -3.1075
H -3.9773 -1.2539 -1.8369
H -3.3402 0.8224 -1.0141
H -3.8882 3.0885 -0.2112
H -7.9760 2.5103 -1.2994
H -7.4418 0.2443 -2.0995
H -4.0914 -3.6293 -0.5159
H -4.5678 -3.8826 1.1579
H -2.1654 -2.0723 -0.8835
H -1.9550 -0.4844 2.9606
```

The expectation value of S² is 0.7699. The LUMO energy (alpha / beta) is -1.02 / -1.15 eV. The calculation puts the total energy at -6028.79287 a.u. The multiplicity is 2. Its gap between HOMO and LUMO (alpha / beta) is 5.7 / 5.5 eV. The value obtained for the relative energy (zero: lowest compared OMol25 entry of this formula, charge and spin) is 0.2999 eV.

Löwdin atomic charge list, values in e, 2 entries:
1. Ru 0.607
2. C -0.053